DFT (the ωB97M-V functional and the def2-TZVPD basis) results for a molecular structure, C22H40BrClGaINOP in a non-equilibrium geometry.

Each line ends with the Löwdin charge.
Positions of all 69 atoms, in Å:
C: -3.051 2.139 0.366  -0.10
H: 3.907 -1.018 1.642  0.14
C: -1.629 -2.627 0.317  -0.08
C: -2.192 -1.095 3.484  -0.08
H: -4.292 0.039 1.675  0.06
H: -3.950 -1.208 0.473  0.06
Ga: 1.579 1.707 0.513  0.22
C: 4.456 -0.481 -0.372  -0.05
C: -2.585 0.422 -1.304  -0.12
C: -2.180 1.394 3.316  -0.10
O: 2.719 0.476 0.982  -0.23
H: 1.238 -1.260 1.623  0.06
H: -2.521 -0.630 -1.568  0.06
H: 4.634 1.096 2.702  0.08
H: -0.485 -1.137 -1.696  0.05
C: 0.522 -2.056 1.438  -0.09
H: -0.189 0.541 4.687  0.09
C: -4.055 -0.138 0.630  -0.08
P: -1.148 0.173 1.048  0.93
H: 5.094 1.756 1.129  0.08
H: 0.686 -2.323 -1.147  0.10
H: -4.908 0.202 0.041  0.09
C: 0.313 -1.649 -5.923  -0.08
C: 4.994 0.839 1.708  -0.05
H: 0.555 0.964 3.141  0.06
Cl: 0.676 4.398 -0.444  0.41
N: -0.204 1.342 0.627  -0.25
H: 4.612 0.419 -0.965  0.07
H: -1.630 -2.019 3.372  0.06
H: 2.426 -1.597 -6.302  0.10
C: -0.541 -1.568 0.455  -0.58
H: -2.098 2.660 0.357  0.05
C: -2.815 0.634 0.192  -0.58
H: -2.302 -2.420 -0.511  0.06
H: 0.099 -2.401 2.376  0.06
H: 0.120 -2.420 -6.655  0.11
H: 0.484 -0.722 3.667  0.07
H: -1.289 0.311 -3.693  0.08
H: 1.064 -2.898 1.002  0.09
C: -0.725 -1.124 -5.170  -0.08
H: -1.163 -3.593 0.119  0.09
C: 1.854 -0.197 -4.796  -0.73
H: -3.147 -1.208 2.979  0.06
H: -1.726 2.242 2.806  0.08
H: 2.330 4.229 1.205  0.00
C: 0.815 0.360 -4.062  -0.66
H: 5.962 0.355 1.796  0.08
H: -1.667 0.935 -1.582  0.03
H: 5.385 -1.043 -0.338  0.08
C: 3.994 -0.099 1.033  -0.52
H: 0.939 -0.613 -0.795  0.02
C: 1.602 -1.189 -5.734  -0.13
H: -1.735 -1.488 -5.293  0.11
C: -0.476 -0.114 -4.259  -0.16
H: 3.691 -1.090 -0.849  0.07
H: -3.407 0.857 -1.876  0.09
Br: 3.636 0.381 -4.546  0.72
H: -2.390 -0.960 4.550  0.09
C: 2.130 3.681 0.285  -0.66
H: -2.127 1.576 4.390  0.09
C: -0.059 0.218 3.653  -0.09
H: 2.951 3.866 -0.414  0.00
H: -3.230 1.327 3.049  0.06
C: 0.182 -1.394 -0.881  -0.10
C: -1.420 0.115 2.962  -0.59
I: 1.134 1.943 -2.662  1.06
H: -3.649 2.517 -0.463  0.08
H: -2.217 -2.713 1.226  0.06
H: -3.580 2.377 1.282  0.06

Forces on the atoms, in the same order (eV/Å):
0.143 0.088 0.110
0.032 0.180 -0.137
-0.051 0.185 0.032
0.080 0.025 -0.157
-0.071 0.002 0.104
-0.027 -0.158 0.011
-0.814 1.415 0.070
-0.224 0.043 0.315
0.149 -0.062 0.054
0.044 0.042 -0.125
0.400 -1.018 0.424
0.200 -0.017 0.104
0.056 -0.103 -0.079
0.033 0.045 0.104
-0.061 0.061 -0.086
-0.006 0.139 0.128
-0.094 0.007 0.034
0.110 0.007 0.036
-0.305 -0.132 -0.059
0.063 0.074 -0.087
0.022 -0.138 0.032
-0.055 0.024 -0.048
-0.035 -0.050 0.046
-0.392 -0.255 -0.010
0.033 -0.054 0.157
-0.466 0.664 -0.262
0.785 -0.140 0.295
-0.016 0.078 -0.100
-0.005 -0.075 0.004
0.000 0.002 -0.013
-0.157 0.362 0.057
0.044 0.150 -0.020
0.158 -0.234 0.170
-0.097 0.020 -0.063
-0.027 0.002 0.120
0.009 -0.061 -0.029
0.050 -0.047 -0.024
-0.090 0.061 0.076
-0.011 -0.060 -0.112
-0.032 0.052 -0.060
0.061 -0.093 0.014
0.099 0.161 0.117
-0.118 -0.074 0.013
-0.075 0.148 0.033
0.004 -0.222 0.016
0.248 0.297 0.391
0.174 0.021 0.018
0.115 0.006 -0.184
0.159 -0.089 -0.010
0.268 0.190 -0.175
0.018 -0.120 -0.106
0.146 0.003 0.008
-0.030 -0.002 -0.042
0.055 0.144 0.132
-0.031 -0.058 -0.116
-0.102 0.031 0.049
0.054 -0.108 -0.102
-0.008 0.028 0.055
0.114 -0.966 -0.019
0.034 -0.083 0.077
0.216 0.078 -0.215
-0.076 -0.177 0.197
-0.108 0.058 -0.054
-0.005 0.293 0.006
0.047 0.008 -0.397
-0.371 -0.431 -0.866
-0.100 -0.069 -0.082
-0.123 -0.124 0.119
-0.037 0.026 0.110

Output
**Gap between HOMO and LUMO**: 8.64 eV
**Strongest force on any atom**: 1.63 eV/Å
**LUMO energy**: 0.411 eV
**HOMO energy**: -8.230 eV
**Multiplicity**: 1